Entry 1:
Computed, not measured: an isolated molecule of C3H7NO2, with the ωB97M-V functional and the def2-TZVPD basis.

Properties
**Lowest unoccupied orbital energy**: 0.87 eV
**Net charge**: 0
**F_max**: 0.011 Eh/bohr
**Frontier orbital gap**: 10.5 eV
**HOMO**: -0.35517 hartree
**Electronic energy**: -323.74760 Ha
**SMILES**: C[C@@H](O)C(N)=O
**2S+1**: 1

Positions of all 13 atoms, in Å:
H: 1.03478 0.94199 0.69552
H: 1.53659 -1.48893 -0.37803
C: 0.06056 -0.90159 1.36251
H: 0.20680 -0.51867 2.37454
C: 0.55228 0.04762 0.26475
H: 0.24206 1.81292 -1.83069
O: 1.56804 -0.53467 -0.53991
H: 0.48989 -1.91269 1.29288
N: -0.61695 1.35079 -1.59140
H: -1.01057 -0.98356 1.19462
O: -1.84219 0.01694 -0.29729
C: -0.73680 0.46487 -0.56667
H: -1.48451 1.70497 -1.98084

Atoms 1-3, force components in eV/Å:
-0.52 -0.08 -0.18
0.04 0.33 -0.25
-0.21 0.08 0.10

These are the natural (NBO) partial charges, in e, on atoms 1 to 8:
1. H 0.186
2. H 0.473
3. C -0.664
4. H 0.220
5. C 0.010
6. H 0.398
7. O -0.709
8. H 0.201

Entry 2:
Computed, not measured: a cluster of 9 separate species, C44H100N4O15 in total in a non-equilibrium geometry, with the ωB97M-V functional and the def2-TZVPD basis.

Properties
**Lowest unoccupied orbital energy**: 0.64 eV
**Net charge**: 0
**F_max**: 0.097 Eh/bohr
**Frontier orbital gap**: 8.8 eV
**HOMO**: -0.29863 hartree
**Electronic energy**: -3083.96771 Ha
**SMILES**: CCOC(=O)OC.CCOC(=O)OC.CCOC(=O)OC.CCOC(=O)OC.CCOC(=O)OC.CCN(CC)CC.CCN(CC)CC.CCN(CC)CC.CCN(CC)CC
**2S+1**: 1

Positions of all 163 atoms, in Å:
H: 23.14045 13.60560 22.39782
O: 22.63603 7.58497 11.71858
H: 17.00664 11.37521 16.86134
C: 14.69395 11.50790 14.40400
H: 21.41587 5.90018 12.14378
C: 16.03162 11.16438 16.42204
H: 15.26830 12.89022 21.08840
O: 24.44734 16.26930 16.18132
H: 20.47901 11.34131 13.87514
O: 24.82541 14.04781 13.18186
O: 11.95598 13.16258 18.16011
H: 19.63441 12.00115 19.58354
H: 20.08434 15.87346 15.63140
C: 10.87084 13.61462 17.36108
H: 22.60892 7.69633 23.40612
C: 12.95157 14.07099 18.47068
O: 23.96600 14.13767 16.94572
H: 21.94474 11.70109 14.72882
N: 28.25948 11.51228 17.29696
H: 29.19652 9.13232 16.06092
H: 22.58035 10.48619 22.21058
C: 23.74063 11.40496 20.57810
H: 25.35325 8.61397 12.76012
C: 29.24531 13.78525 17.57722
H: 16.78880 12.91157 20.13594
H: 24.67507 14.89591 20.12686
H: 27.53218 10.55220 19.09438
H: 21.77944 7.13277 14.27332
H: 23.81444 8.78154 16.78916
N: 24.54733 12.33507 21.38556
H: 29.79456 13.98507 16.65717
H: 16.23832 14.27226 21.11168
H: 22.37146 17.70054 16.66006
O: 24.16139 8.26576 10.27498
N: 21.23003 10.97744 17.22932
C: 20.93199 12.27220 17.79599
H: 22.10774 8.34673 17.12530
C: 25.28932 13.60147 16.80217
H: 21.02926 17.06492 17.56958
O: 22.44998 15.65179 17.11390
H: 26.62310 10.53196 21.23818
H: 18.27286 9.73634 19.35214
H: 13.17019 12.96440 15.29324
H: 23.14337 11.25507 16.38512
H: 19.21291 13.37204 18.62358
H: 12.46240 11.52072 14.72330
C: 25.31481 9.56581 13.28988
H: 15.69671 14.00742 18.32969
H: 23.34740 15.41038 13.35156
C: 21.02339 7.69757 21.22852
H: 16.47672 9.27225 15.60548
H: 29.10526 12.05198 15.34870
H: 25.92649 14.21880 17.43543
C: 22.86907 7.82125 10.41722
H: 21.83459 6.10963 23.27566
H: 20.56654 7.28733 11.52494
H: 23.13754 14.19886 19.75520
H: 16.01881 13.74568 14.15118
H: 28.22708 14.17417 17.58447
H: 29.75902 14.26787 18.40866
H: 21.47238 7.22369 24.56440
H: 26.29467 9.96332 13.55440
C: 24.15342 13.04037 12.67624
C: 28.68046 11.21191 15.89818
H: 14.62478 12.01649 13.44242
C: 21.09398 7.55777 13.54010
C: 22.66646 10.58860 17.10378
C: 24.65378 10.66781 12.46104
H: 15.04755 15.15445 19.45490
H: 21.49625 16.36670 14.61534
H: 27.79996 11.86348 21.09408
H: 26.84701 11.67353 22.53994
H: 18.61984 9.26069 17.81354
O: 13.91781 13.39244 19.15224
C: 20.90105 16.58369 15.50232
C: 24.02782 13.69391 21.77100
O: 19.96233 8.20837 20.56990
H: 29.88621 9.78488 14.67914
H: 19.41000 10.96805 16.16800
H: 24.91056 16.16716 13.25598
C: 29.31208 12.21615 17.98748
C: 19.97707 8.39358 19.17550
C: 13.36414 11.89520 15.20778
H: 28.55242 9.60161 18.15790
H: 21.70987 12.43851 18.54121
C: 25.87515 12.53815 20.82291
H: 17.63937 13.52664 16.70788
C: 21.40566 6.99009 12.15394
H: 30.28249 11.76279 17.78532
C: 23.72548 14.60696 20.57730
H: 30.61575 10.09153 16.34072
H: 21.98436 10.32301 20.55214
H: 18.19686 13.44673 15.07140
H: 17.43782 14.95264 15.61406
C: 20.47327 10.82316 15.97674
H: 26.00722 9.00722 18.00865
C: 18.60241 8.84369 18.82046
H: 25.83978 10.45882 16.92298
H: 26.77244 9.05463 16.48484
H: 16.07812 9.23179 17.34434
O: 23.19528 13.09092 11.90318
C: 16.07715 13.32189 15.15372
H: 21.09407 13.14282 17.16050
H: 20.09343 7.29487 13.88344
H: 23.50956 11.90203 19.63596
C: 24.33156 15.31835 12.89214
O: 22.00121 7.74378 9.54684
O: 13.00939 15.21967 18.04626
H: 25.30396 7.91844 8.63232
C: 27.77340 10.35626 18.04962
H: 20.56347 9.30530 19.06144
H: 27.82296 11.01592 15.25446
H: 23.30667 10.70311 17.97848
H: 24.10095 15.44413 11.83426
C: 22.77332 9.08388 16.67620
H: 26.35374 13.48930 21.05608
H: 25.78565 13.73005 15.84028
H: 20.59046 12.75898 14.96022
C: 23.65829 15.43250 16.70785
H: 22.68312 9.01821 15.59192
O: 20.76217 7.73590 22.55586
H: 24.02845 8.90286 8.18814
H: 21.80096 11.81326 21.34598
H: 24.33157 10.52802 20.31376
H: 25.30118 9.64162 9.26949
H: 25.31500 12.55717 17.11344
H: 10.20525 12.81527 17.03528
H: 13.23950 11.53876 16.23030
H: 24.71692 14.21798 22.43326
H: 14.69160 10.44327 14.17024
N: 15.91055 11.85265 15.13360
H: 11.26796 14.21032 16.53916
H: 25.38785 10.71952 11.65696
C: 19.55117 12.33844 18.55038
C: 26.80992 11.58386 21.45426
C: 15.91006 13.48241 20.43606
H: 21.16991 8.63818 13.41746
H: 29.12071 12.14011 19.05786
H: 20.44230 9.76906 15.70102
C: 22.50310 10.98570 21.24486
C: 21.66184 7.16375 23.49268
H: 24.83572 9.50155 14.26684
H: 17.89545 8.01510 18.86228
H: 15.25443 13.77553 15.70638
C: 26.50530 9.69510 17.32540
C: 15.83285 9.68327 16.38304
O: 24.72702 11.91025 13.10512
H: 20.44539 17.53442 15.22558
H: 15.37829 11.64582 17.14970
C: 15.17869 14.08571 19.28552
H: 23.25969 15.53309 20.91408
C: 17.40971 13.86623 15.69792
H: 14.77267 9.52192 16.18790
C: 24.72017 8.75452 9.01736
C: 20.85925 11.71103 14.82740
H: 25.94745 12.59888 19.73702
H: 10.28712 14.29379 17.98246
H: 18.69709 11.79816 18.14202
O: 22.06667 7.31028 20.70328
C: 29.71667 10.03031 15.72752
C: 21.73200 16.82490 16.77166
H: 23.70806 10.37223 12.00680
H: 20.44486 7.60459 18.58663

Atoms 1-3, force components in eV/Å:
-0.26 -0.37 -0.14
1.06 -0.24 -0.20
0.39 0.06 -0.40

These are the Mulliken partial charges, in e, on atoms 1 to 8:
1. H 0.409
2. O -0.162
3. H -0.377
4. C -0.827
5. H 0.334
6. C 1.179
7. H 0.378
8. O -0.685

Entry 3:
Computed, not measured: a structure of composition C31H62N3O2PtSbSi5 in a non-equilibrium geometry, with the ωB97M-V functional and the def2-TZVPD basis.

Properties
**Lowest unoccupied orbital energy (alpha / beta)**: -0.49 / -0.49 eV
**Net charge**: 0
**F_max**: 0.043 Eh/bohr
**Frontier orbital gap (alpha / beta)**: 7.0 / 7.0 eV
**HOMO (alpha / beta)**: -0.27655 / -0.27655 hartree
**Electronic energy**: -3340.30085 Ha
**2S+1**: 1

Positions of all 105 atoms, in Å:
C: 1.17555 -1.83723 -3.55305
C: 1.13307 4.41269 -1.99805
H: 0.56803 3.66294 1.19786
C: -4.95993 -0.85868 -2.94675
C: 3.71234 2.58830 0.58109
H: 1.68487 0.89196 -4.87616
H: -1.79175 3.40526 0.03352
H: -0.33632 -3.57736 0.08972
C: 3.95748 -3.08746 3.20405
C: 1.47505 1.11894 -3.82581
H: -0.67514 -1.98829 -0.65066
H: 4.13539 0.77874 -0.49714
C: -2.61230 -2.57388 -2.42171
H: 3.46456 -1.37104 5.80817
Si: 2.71053 -1.70483 3.48500
Pt: -0.50621 0.74791 -1.07392
H: -1.72837 -3.19617 1.63358
C: -2.86775 3.27613 -0.11303
N: -0.70157 5.97598 -1.42836
H: 1.26256 6.01177 -0.62885
H: -3.53643 2.72843 -3.94761
O: 0.11311 3.56335 -2.10530
C: -1.38942 -0.24418 4.68666
H: 0.81026 -5.97640 1.54289
H: 0.41088 1.34446 -3.72710
H: -2.71346 -2.83894 -1.36541
H: -1.55198 1.52274 1.83167
H: 1.17608 6.51232 -2.30423
C: 3.37454 1.44135 -0.10406
C: 1.36704 -5.03791 1.61534
H: -0.69576 4.06293 -1.86564
H: 1.57847 -2.78288 -3.17881
H: -0.96771 6.37265 -0.54008
H: -5.55966 3.12729 -1.18278
H: -1.83373 2.68218 -3.49751
O: 2.27606 4.11005 -2.21479
H: 0.31009 -3.19009 -1.50971
C: -5.20806 2.13798 -1.48974
H: 4.09792 -3.28210 2.13734
H: -5.23513 -1.74467 -3.52619
H: 2.00257 -2.35797 5.81766
H: 4.21964 0.26785 3.61610
H: -1.34371 0.13641 -4.30003
H: 4.06030 -1.00012 -3.90915
C: 1.39400 3.05583 0.83764
H: -3.29305 2.90409 0.82574
Si: 0.45335 -3.82076 2.73190
C: -0.45981 -1.15895 4.24561
C: 2.70488 3.41276 1.08046
C: 3.83552 -0.56741 -2.93110
H: 1.88664 -0.61055 5.57412
C: 3.48301 -0.09654 2.89469
H: -3.30075 4.26329 -0.30203
C: -2.35385 -0.26626 -4.41351
C: -1.79636 0.76217 3.82052
H: -1.92078 -3.47524 3.35918
H: 0.42797 -5.59455 4.45175
H: -1.76616 -4.85065 2.26426
H: -3.28278 -3.22348 -2.99162
H: -2.96728 0.49850 -4.89823
H: 1.52157 -4.66469 0.60230
C: 2.48168 -1.49709 5.34485
Si: 1.96913 -0.33161 -2.74584
Si: -3.07669 -0.77233 -2.74686
C: 0.68539 -4.53111 4.47073
H: -5.60923 1.40771 -0.78089
H: -1.78832 -0.30507 5.69210
Si: -3.31423 2.10782 -1.54321
C: 1.44045 -0.03456 -0.95258
H: 2.34967 -5.26766 2.03584
H: -5.36439 0.01387 -3.46521
H: -2.29886 -1.12461 -5.09010
Sb: 1.79887 -1.85112 0.31046
H: 0.09017 -1.84603 -3.42798
H: 3.65146 -4.02187 3.68220
H: 1.38235 -1.79208 -4.62584
H: 4.24352 -1.23705 -2.16715
H: 3.98881 -0.22916 1.93540
H: 4.92517 -2.80236 3.62680
C: -1.41234 -3.83477 2.46162
H: -1.10130 6.54930 -2.15710
N: -0.36689 -0.12720 2.10683
C: -2.57215 0.40982 -1.38185
H: -0.11916 -1.94687 4.90166
H: 2.02820 2.01882 -3.55088
H: -1.59149 -2.80341 -2.72926
H: -2.89120 -0.02086 -0.42010
H: -5.64456 1.91903 -2.46612
H: -2.84405 4.06464 -3.03164
C: 1.12089 -2.04949 2.49916
C: -1.26251 0.76533 2.55017
H: 4.75163 2.84544 0.74198
C: 0.05676 -2.78173 -0.53557
H: 4.36007 0.38987 -2.86338
C: 0.74432 5.83206 -1.57080
C: 2.02146 1.14349 -0.29574
C: -2.82798 2.97649 -3.15141
H: 1.71414 -4.44738 4.82965
N: 1.06841 1.95661 0.16440
H: -5.45834 -0.93020 -1.97542
H: -2.50851 1.51589 4.12933
H: 0.03237 -4.05490 5.20607
C: 0.06294 -1.07261 2.93855
H: 2.72229 0.68244 2.76891
H: 2.93389 4.31658 1.62760

Atoms 1-3, force components in eV/Å:
-0.05 -0.08 0.32
-0.03 0.26 -0.05
0.02 0.00 -0.05

These are the Mulliken partial charges, in e, on atoms 1 to 8:
1. C -0.744
2. C 0.618
3. H 0.470
4. C -1.315
5. C -0.866
6. H 0.503
7. H -0.106
8. H 0.815

Entry 4:
Computed, not measured: a structure of composition C36H31BrN7O4Sc, with the ωB97M-V functional and the def2-TZVPD basis.

Properties
**Lowest unoccupied orbital energy**: -6.18 eV
**Net charge**: +2
**F_max**: 0.006 Eh/bohr
**Frontier orbital gap**: 5.6 eV
**HOMO**: -0.43339 hartree
**Electronic energy**: -5409.13277 Ha
**2S+1**: 1

Positions of all 80 atoms, in Å:
C: 2.58886 0.48816 4.25006
H: 2.27896 1.64718 2.59350
N: -1.39148 1.06185 1.34846
C: 6.82371 -0.31280 0.50929
N: 2.32336 0.28821 -0.55404
C: -3.33859 1.92599 3.13911
H: 5.02738 0.73479 1.18807
C: 6.52421 -1.69462 -0.05849
H: 0.15050 -3.95261 0.31607
N: 0.25631 -0.95235 -2.22038
H: 5.62536 -2.10233 0.41402
C: -2.00505 2.25916 3.33147
C: 0.13762 -2.18624 -4.72983
Sc: 0.15738 -0.03429 -0.02609
C: 3.59047 3.93412 3.98117
H: 4.62099 -0.78857 -2.64946
N: 4.75846 0.11337 -0.77648
C: 4.21979 4.64954 4.98072
H: -0.02339 2.01185 2.56172
C: -2.13332 -0.94049 -2.00776
C: 1.36397 -1.24980 -2.92199
C: -4.28200 -0.24362 -0.48670
H: 5.02126 4.67710 6.97057
N: 2.65787 1.61210 3.53089
Br: 1.73100 -4.65517 5.20506
C: 2.01104 -0.75985 3.79062
H: 0.45271 -4.11841 2.61912
C: -2.69066 0.77709 1.14444
C: 3.47924 0.20127 -0.67484
O: 1.15816 0.21832 1.74905
N: -1.90843 -0.33355 -0.81880
C: 4.53056 4.07259 6.22127
H: 2.30034 -0.97857 -2.46782
H: 7.33504 -2.38212 0.17666
N: 3.13698 0.72326 5.44808
C: 0.78356 -2.04289 2.17543
H: 2.29070 -2.05319 -4.66582
H: -1.31604 -3.43589 1.22284
C: 1.35692 -1.85402 -4.16059
C: -0.92586 -1.27510 -2.78531
C: -1.07307 1.79571 2.42812
C: 0.88263 -3.17936 2.93457
H: 7.31221 -1.45661 -2.04312
H: -4.09834 2.25037 3.83675
H: 7.71740 0.09423 0.03332
H: 5.94881 0.34890 -2.46777
C: -3.68437 1.17332 2.03429
H: -1.05291 -2.87629 -0.44719
C: -0.56896 -3.15315 0.48314
H: 0.08281 -2.66174 -5.69932
H: -1.68841 2.86209 4.16973
C: 5.40853 -0.46059 -1.97368
H: 5.96746 1.63779 -0.00657
H: 2.66359 -1.91188 5.50914
H: -1.98005 -2.13555 -4.44424
C: 3.28626 2.61029 4.27254
C: 4.22375 2.75826 6.51200
O: -6.81295 -0.92369 -1.33274
H: 3.34724 4.38536 3.02950
C: -1.01500 -1.89290 -4.02924
O: -5.96511 -1.90846 -3.20589
C: 6.34190 -1.61833 -1.57262
C: 5.63876 0.63953 0.28978
H: 5.95988 -2.56298 -1.95841
C: 3.59323 2.04001 5.50457
H: 3.18910 0.05501 6.19994
C: 2.12829 -1.92322 4.56965
C: -4.50334 -0.91286 -1.68052
H: 7.03896 -0.36941 1.57583
C: -2.98932 0.02649 -0.08810
H: -4.71297 0.90163 1.85679
O: 0.13227 -1.96776 0.94455
C: 1.57252 -3.10822 4.15202
H: 4.45981 2.31891 7.47050
C: 1.32907 -0.80375 2.55924
H: -3.62522 -1.74525 -3.38904
C: -3.40214 -1.24415 -2.45621
H: 4.47797 5.68442 4.80652
H: -5.16730 0.03273 0.07088
C: -5.94775 -1.28946 -2.13586

Atoms 1-3, force components in eV/Å:
-0.13 -0.07 0.00
0.00 -0.03 -0.04
0.09 0.10 -0.07

These are the Mulliken partial charges, in e, on atoms 1 to 8:
1. C -0.117
2. H -0.123
3. N 0.217
4. C -0.593
5. N -0.601
6. C -0.487
7. H 0.036
8. C -0.709